# 1
Molecular formula: C3H8N2O
Method: DFT, ωB97M-V/def2-TZVPD

Summary:
LUMO energy: 0.0046 Eh
Energy above the lowest of the compared OMol25 structures with the same formula, charge and spin: 5.309 eV
E_tot: -8264.0171 eV
Maximum force: 4.37 eV/A
Orbital gap: 8.40 eV
Spin multiplicity: 1

Structure (XYZ):
```
14
Properties=species:S:1:pos:R:3:nbo_charge:R:1
C 0.21383 -1.05589 -0.63097 -0.10
C 1.17756 1.29209 -0.58637 -0.67
N -1.03775 0.09223 0.15935 -0.47
C 0.72070 0.06430 0.17095 0.42
N -1.83068 -0.56702 1.11976 -0.64
O 1.31093 -0.33936 1.23391 -0.76
H -1.25946 1.08046 0.24670 0.42
H -1.18309 -1.00900 1.78031 0.36
H -2.42371 -1.24617 0.65162 0.35
H 0.09603 -1.99732 -0.09861 0.22
H 0.34612 -1.09881 -1.71214 0.20
H 1.48278 2.06571 0.11600 0.24
H 2.00891 1.02366 -1.23802 0.23
H 0.37783 1.69513 -1.21250 0.20
```


# 2
Molecular formula: C41H107N5O15
Method: DFT, ωB97M-V/def2-TZVPD

Summary:
LUMO energy: 0.0227 Eh
Energy above the lowest of the compared OMol25 structures with the same formula, charge and spin: 0.000 eV
E_tot: -82406.4840 eV
Maximum force: 2.36 eV/A
Orbital gap: 9.35 eV
Structure (SMILES): COCCNCCOC.COCCNCCOC.COCCNCCOC.COCCNCCOC.COCCNCCOC.CC(C)O.CC(C)O.CC(C)O.CO.CO
Spin multiplicity: 1

Structure (XYZ):
```
168
Properties=species:S:1:pos:R:3:mulliken_charge:R:1
C 33.85764 -9.03009 28.98903 -0.73
O 33.11582 -8.24841 29.86887 -0.34
C 33.27500 -6.85035 29.64316 -0.62
C 32.52449 -6.08256 30.70104 0.28
N 33.23469 -5.91275 31.97234 -0.45
C 34.11605 -4.74143 31.94983 0.22
C 34.87981 -4.62924 33.26038 0.00
O 35.63500 -5.82236 33.43652 -0.45
C 36.56466 -5.74316 34.48704 -0.48
H 33.60441 -10.07160 29.20764 0.26
H 34.92408 -8.86947 29.14388 0.30
H 33.50853 -8.93680 27.95165 0.28
H 32.83870 -6.66130 28.65129 0.49
H 34.34454 -6.59851 29.67816 0.27
H 31.48999 -6.41009 30.80193 0.38
H 32.42837 -5.06043 30.29396 -0.43
H 33.94625 -6.64978 31.94793 0.34
H 33.53216 -3.81389 31.96578 -0.67
H 34.79041 -4.77314 31.08864 0.40
H 34.14092 -4.56159 34.08052 0.26
H 35.47304 -3.70200 33.25655 -0.08
H 37.33863 -4.97982 34.31725 0.00
H 37.03246 -6.69274 34.71659 0.40
H 36.01234 -5.35092 35.35712 0.24
C 39.57559 -1.96172 38.91453 0.09
O 40.42537 -0.88189 39.22182 -0.27
C 41.34694 -1.18060 40.24101 -1.31
C 42.32213 -2.35373 40.09044 -0.16
N 41.70673 -3.62407 40.57529 -0.11
C 42.70552 -4.51045 41.23293 -1.00
C 43.90715 -4.84361 40.37785 -0.37
O 44.79161 -3.75622 40.30507 -0.24
C 46.04556 -4.11385 39.76988 -0.81
H 38.98751 -2.31185 39.76779 0.34
H 40.13920 -2.80511 38.50398 -0.16
H 38.94471 -1.63869 38.08263 -0.06
H 40.79398 -1.15677 41.20118 0.40
H 41.93696 -0.27352 40.44569 0.33
H 43.18774 -2.13192 40.71674 0.69
H 42.59990 -2.39366 39.03726 0.02
H 41.06475 -3.32693 41.29741 0.27
H 42.21000 -5.46195 41.42661 0.38
H 43.03994 -3.97827 42.13127 0.48
H 43.57828 -5.27463 39.42074 0.30
H 44.41526 -5.68052 40.88901 0.46
H 46.52155 -4.91137 40.37529 0.32
H 46.67528 -3.23492 39.72432 0.26
H 45.96100 -4.63498 38.80064 0.32
C 34.71735 4.14237 35.11364 -0.78
O 34.82605 2.76704 34.84748 -0.30
C 35.59378 2.06402 35.80771 -0.94
C 35.59174 0.62743 35.35934 0.29
N 34.23423 0.13379 35.33680 -0.19
C 34.07239 -0.94501 34.35689 0.82
C 32.70169 -1.55825 34.39555 -1.42
O 32.37413 -2.21944 35.56827 -0.24
C 31.00684 -2.59092 35.60330 -0.96
H 34.28223 4.29046 36.12163 0.31
H 34.18110 4.75142 34.39841 0.24
H 35.73214 4.57206 35.24388 0.29
H 35.11763 2.16424 36.79147 0.42
H 36.62287 2.44700 35.75300 0.48
H 36.26609 0.00907 35.95389 -0.10
H 36.03727 0.64496 34.34800 -0.04
H 33.68159 0.92925 35.02644 0.45
H 34.86708 -1.67978 34.47726 -0.43
H 34.14199 -0.45998 33.37357 0.23
H 32.49453 -2.10517 33.46304 0.32
H 31.99348 -0.71215 34.28288 0.58
H 30.37025 -1.74066 35.34329 0.37
H 30.82491 -3.17001 36.50164 0.28
H 30.82783 -3.33877 34.80352 0.29
C 37.65310 -3.82621 29.98245 -0.62
O 37.17476 -2.50894 29.83152 -0.47
C 37.03157 -1.77749 31.03022 0.52
C 35.75642 -0.94971 30.99136 -1.05
N 34.60046 -1.74491 30.61912 0.30
C 33.38889 -0.90416 30.44932 -0.80
C 32.19171 -1.68417 29.98590 -0.50
O 32.19400 -1.72260 28.56736 -0.41
C 31.39388 -2.77454 28.10086 -0.55
H 37.16533 -4.41652 30.76150 0.14
H 38.74606 -3.83266 30.03174 0.27
H 37.41520 -4.34303 29.04526 0.35
H 37.88922 -1.12103 31.22034 0.40
H 36.91738 -2.42395 31.90845 -0.38
H 35.88317 -0.11013 30.27470 0.45
H 35.69110 -0.48642 31.97969 0.05
H 34.83842 -2.07195 29.68090 0.25
H 33.67632 -0.10781 29.74332 0.58
H 33.16052 -0.44723 31.41763 0.33
H 31.30786 -1.10697 30.30599 0.43
H 32.05482 -2.68285 30.40903 0.10
H 31.91876 -3.73198 28.27554 0.04
H 31.33745 -2.76044 27.01390 0.30
H 30.42746 -2.81299 28.60221 0.33
C 43.91934 -3.77037 36.63633 -0.27
O 43.61505 -3.66016 35.21614 -0.37
C 44.70465 -3.28221 34.43462 -0.61
C 45.21114 -1.87258 34.69199 -0.80
N 44.09954 -0.95602 34.87380 -0.10
C 44.37931 0.11309 35.81983 -0.61
C 43.18837 1.01629 36.02211 -0.90
O 42.13143 0.20381 36.45562 0.15
C 40.97380 0.91071 36.81306 -0.69
H 43.76290 -2.78750 37.09991 0.01
H 44.96386 -4.04335 36.82391 0.38
H 43.25654 -4.56230 36.98548 0.07
H 44.37787 -3.38410 33.39818 0.43
H 45.56650 -3.96261 34.49204 0.37
H 45.75240 -1.57421 33.78819 0.41
H 45.92292 -1.83185 35.52770 0.36
H 43.28207 -1.44838 35.23130 0.06
H 45.20921 0.71181 35.42663 0.39
H 44.66869 -0.25983 36.81734 0.33
H 42.92635 1.64810 35.15749 0.36
H 43.47735 1.74598 36.79949 0.45
H 40.15865 0.27350 37.12709 -0.06
H 40.58177 1.55086 36.00080 0.35
H 41.16897 1.60787 37.64540 0.34
C 39.94910 -5.54917 32.48672 -0.66
C 41.32500 -6.20119 32.56141 0.89
C 41.35292 -7.35468 33.53854 -1.28
O 41.63401 -6.81444 31.26875 -0.63
H 39.17774 -6.28435 32.28625 0.43
H 40.01020 -4.69606 31.80142 0.16
H 39.81415 -4.98462 33.41920 -0.22
H 42.10164 -5.43446 32.66216 0.05
H 42.16497 -8.06094 33.35156 0.41
H 40.49923 -7.99656 33.27722 0.38
H 41.28523 -7.06619 34.58473 0.15
H 41.20867 -6.29840 30.57676 0.31
C 39.28520 -6.49418 39.25377 -1.50
C 40.10301 -6.31267 37.97684 0.19
C 39.36585 -5.45434 36.93489 -0.09
O 41.40277 -5.83720 38.25877 -0.38
H 38.95087 -5.52426 39.63398 0.19
H 39.90437 -6.90818 40.05711 0.38
H 38.49348 -7.22982 39.11127 0.45
H 40.18795 -7.29390 37.49689 0.43
H 38.47167 -5.95281 36.56313 0.33
H 40.08478 -5.31756 36.12675 -0.05
H 39.06708 -4.52335 37.41863 -0.23
H 41.35004 -4.99955 38.76184 0.01
C 35.47909 -3.04950 37.03246 0.36
C 34.74045 -2.66080 38.29620 0.50
C 35.74256 -2.17380 39.33987 -1.50
O 33.83697 -1.59572 38.06503 -0.65
H 34.85636 -3.18135 36.13821 -0.23
H 36.00815 -3.99465 37.19923 0.47
H 36.16361 -2.28933 36.63308 -0.48
H 34.21817 -3.50652 38.76473 0.18
H 36.26904 -1.28624 38.99569 0.26
H 36.36487 -2.96941 39.74790 0.33
H 35.13574 -1.86883 40.20446 0.45
H 33.38563 -1.63431 37.19833 0.34
C 41.88413 -0.36204 31.66860 -0.74
O 41.13901 -0.43303 32.88685 -0.27
H 42.52615 -1.24713 31.54111 0.25
H 41.19261 -0.42089 30.82273 0.27
H 42.47274 0.55496 31.58856 0.31
H 41.70916 -0.14902 33.61013 0.17
C 38.70890 -2.30693 35.17560 0.01
O 38.72567 -2.36271 33.78748 0.30
H 37.96317 -3.02371 35.52135 -0.34
H 39.65883 -2.63840 35.60529 0.21
H 38.42119 -1.32013 35.54489 0.14
H 39.34008 -1.81552 33.29569 -0.20
```


# 3
Molecular formula: C3H6N3
Method: DFT, ωB97M-V/def2-TZVPD

Summary:
LUMO energy: -0.1866 Eh
Energy above the lowest of the compared OMol25 structures with the same formula, charge and spin: 4.616 eV
E_tot: -7666.7599 eV
Maximum force: 5.22 eV/A
Orbital gap: 8.00 eV
Total charge: +1
Spin multiplicity: 1

Structure (XYZ):
```
12
Properties=species:S:1:pos:R:3:nbo_charge:R:1
C 1.16402 1.00497 0.28285 -0.06
C 2.66861 -0.82471 -0.28624 0.38
C -2.00202 -0.54033 -0.12009 -0.47
N 2.00324 0.08990 -0.08330 -0.18
N -0.12586 0.81050 0.12317 -0.13
N -0.69142 -0.21870 -0.31181 -0.15
H 1.54591 1.79594 0.84589 0.25
H 3.35250 -1.48553 -0.54102 0.26
H -2.10340 -1.23797 0.66778 0.25
H -2.70080 0.14732 0.10164 0.20
H -2.39078 -1.13028 -1.10475 0.25
H -0.72000 1.58888 0.42587 0.41
```


Question: The lowest E_tot belongs to which entry?
Answer: C41H107N5O15


Please write out number 3 again, unchanged.
Molecular formula: C3H6N3
Method: DFT, ωB97M-V/def2-TZVPD

Summary:
LUMO energy: -0.1866 Eh
Energy above the lowest of the compared OMol25 structures with the same formula, charge and spin: 4.616 eV
E_tot: -7666.7599 eV
Maximum force: 5.22 eV/A
Orbital gap: 8.00 eV
Total charge: +1
Spin multiplicity: 1

Structure (XYZ):
```
12
Properties=species:S:1:pos:R:3:nbo_charge:R:1
C 1.16402 1.00497 0.28285 -0.06
C 2.66861 -0.82471 -0.28624 0.38
C -2.00202 -0.54033 -0.12009 -0.47
N 2.00324 0.08990 -0.08330 -0.18
N -0.12586 0.81050 0.12317 -0.13
N -0.69142 -0.21870 -0.31181 -0.15
H 1.54591 1.79594 0.84589 0.25
H 3.35250 -1.48553 -0.54102 0.26
H -2.10340 -1.23797 0.66778 0.25
H -2.70080 0.14732 0.10164 0.20
H -2.39078 -1.13028 -1.10475 0.25
H -0.72000 1.58888 0.42587 0.41
```


Question: Which formula does entry 1 have?
Answer: C3H8N2O


Question: orbital gap of number 1 (C3H8N2O)?
Answer: 8.40 eV